1.
Here is a cluster of 5 separate species, C3H15O5 in total from the Open Molecules 2025 dataset. Energies are from ωB97M-V with the def2-TZVPD basis set.

Output
- Energy: -13592.3227 eV
- Gap between HOMO and LUMO: 9.199 eV
- Charge: -1
- ΔE to the lowest compared entry with this formula, charge and spin: 35.23 kcal per mole
- HOMO level: -0.201 Ha
- E_LUMO: 0.1371 Eh

Last column: natural (NBO) charge in e.
Geometry (Å):
O (-0.61, 1.50, -0.81)  -0.8403
O (1.23, -2.00, 1.27)  -1.0430
O (1.50, 0.15, -0.21)  -1.2303
O (-1.56, -0.82, -2.59)  -0.9643
O (3.18, -2.23, -0.64)  -1.0129
C (-1.09, 2.35, 0.15)  -0.0435
C (-1.16, 1.50, 1.51)  -0.4413
C (-2.22, 0.35, 1.59)  -0.6286
H (1.31, -1.11, 0.65)  0.5089
H (-0.23, 0.91, 1.56)  0.2293
H (-2.12, 2.53, -0.14)  0.1435
H (-0.47, 3.23, 0.01)  0.1577
H (-1.90, -0.33, 2.37)  0.2034
H (-0.99, 2.19, 2.36)  0.1810
H (2.41, -2.40, -0.01)  0.4949
H (0.28, 0.98, -0.62)  0.5332
H (0.34, -2.31, 1.01)  0.4500
H (-3.08, 0.90, 1.86)  0.1938
H (2.84, -1.43, -1.03)  0.4761
H (-2.16, -0.32, 0.75)  0.2316
H (-0.75, -1.32, -2.62)  0.4562
H (-1.09, -0.06, -2.16)  0.4989
H (2.38, 0.31, 0.10)  0.4456

***

2.
Here is an isolated molecule of C22H29ClN2O6S from the Open Molecules 2025 dataset. Energies are from ωB97M-V with the def2-TZVPD basis set.

Output
- Energy: -61906.4019 eV
- Gap between HOMO and LUMO: 8.659 eV
- ΔE to the lowest compared entry with this formula, charge and spin: 17.48 kcal per mole
- HOMO level: -0.298 Ha
- E_LUMO: 0.0204 Eh

Last column: natural (NBO) charge in e.
Geometry (Å):
Cl (2.47, 1.72, 2.80)  0.0422
S (-2.56, 1.86, 0.82)  2.3155
O (-2.87, 1.72, 2.22)  -0.9451
O (2.99, 1.66, -3.02)  -0.5649
O (0.20, -1.74, 2.06)  -0.5536
O (-5.10, -0.21, -1.32)  -0.5230
O (3.25, 2.77, 0.25)  -0.4812
O (-3.28, 2.84, 0.05)  -0.9427
N (2.08, -1.49, -0.23)  -0.3356
N (-2.72, 0.31, 0.15)  -0.6765
C (-3.81, -0.47, 0.71)  -0.2672
C (0.88, -3.45, -1.17)  -0.6162
C (3.05, 0.34, -1.06)  -0.2797
C (3.83, 2.71, -1.04)  -0.1680
C (1.17, -2.58, 0.05)  -0.0569
C (3.27, 1.52, -1.85)  0.5614
C (3.11, -1.14, 0.63)  0.1590
C (-0.81, 2.17, 0.63)  -0.3751
C (3.44, -1.90, 1.87)  -0.6563
C (1.91, 2.62, 0.33)  0.3254
C (1.05, -0.59, -2.36)  -0.6518
C (3.72, -0.03, 0.14)  -0.2596
C (1.40, 2.09, 1.53)  -0.0996
C (-0.34, 2.74, -0.53)  -0.1693
C (-4.10, 0.62, -1.87)  -0.0982
C (-0.92, -1.43, 2.84)  -0.2511
C (-2.73, 0.27, -1.30)  -0.2627
C (-0.11, -2.08, 0.73)  -0.0594
C (0.04, 1.86, 1.67)  -0.1333
C (1.02, 2.96, -0.69)  -0.2897
C (2.04, -0.60, -1.26)  0.2400
C (-5.15, -0.07, 0.08)  -0.0918
H (-3.60, -1.53, 0.52)  0.2031
H (-5.37, 0.97, 0.36)  0.1777
H (-1.03, 3.04, -1.30)  0.2388
H (3.68, 3.64, -1.60)  0.2005
H (-0.86, -2.88, 0.72)  0.1666
H (-3.83, -0.29, 1.79)  0.2430
H (-4.32, 1.68, -1.65)  0.1971
H (0.03, -0.70, -1.99)  0.2034
H (-0.55, -1.16, 3.83)  0.1985
H (-5.95, -0.73, 0.43)  0.1989
H (1.68, -3.21, 0.79)  0.2261
H (4.90, 2.58, -0.87)  0.2201
H (1.78, -3.60, -1.75)  0.2254
H (0.12, -3.01, -1.80)  0.2109
H (4.56, 0.47, 0.58)  0.2263
H (-0.36, 1.46, 2.59)  0.2474
H (2.57, -1.95, 2.52)  0.2423
H (-2.46, -0.75, -1.60)  0.2041
H (-0.53, -1.21, 0.21)  0.1833
H (-1.97, 0.96, -1.66)  0.2197
H (3.77, -2.91, 1.64)  0.2113
H (0.52, -4.42, -0.84)  0.2211
H (1.13, 0.35, -2.89)  0.2584
H (-1.59, -2.30, 2.93)  0.1646
H (4.24, -1.38, 2.39)  0.2325
H (-4.12, 0.45, -2.95)  0.1960
H (1.25, -1.38, -3.08)  0.2258
H (1.39, 3.39, -1.61)  0.2417
H (-1.49, -0.59, 2.42)  0.1806

***

3.
Here is a structure of composition C12H18N3O4Re from the Open Molecules 2025 dataset. Energies are from ωB97M-V with the def2-TZVPD basis set.

Output
- Energy: -27497.2522 eV
- Gap between HOMO and LUMO (spin up / spin down): 7.675 / 8.071 eV
- 2S+1: 4
- Charge: +3
- HOMO level (spin up / spin down): -0.717 / -0.747 Ha
- E_LUMO (spin up / spin down): -0.4347 / -0.4499 Eh

Last column: natural (NBO) charge in e.
Geometry (Å):
Re (-0.02, -0.29, -0.67)  2.0434
O (1.30, 1.03, -0.19)  -0.6568
O (-2.28, 1.88, -2.13)  -0.5101
O (0.47, -2.07, -0.09)  -0.7836
O (-0.31, 0.77, -2.21)  -0.7378
N (0.24, 2.86, 0.57)  -0.4830
N (-1.74, 0.35, 0.18)  -0.4823
N (2.18, -3.53, 0.33)  -0.2449
C (3.19, -2.46, 0.32)  -0.4380
C (2.21, 3.14, -0.86)  -0.7137
C (-2.85, -0.30, -0.25)  0.0705
C (-0.60, 2.09, 1.51)  -0.2886
C (-1.85, 1.48, 0.93)  0.2185
C (2.59, -4.94, 0.60)  -0.4241
C (-4.25, 1.31, 0.78)  -0.0322
C (1.20, 2.34, -0.14)  0.7543
C (-3.10, 1.98, 1.23)  -0.1822
C (0.94, -3.28, 0.13)  0.5455
C (-4.12, 0.14, 0.05)  -0.1902
C (-1.37, 1.50, -2.77)  0.6506
H (-5.23, 1.71, 1.01)  0.2829
H (-4.97, -0.42, -0.30)  0.2892
H (-0.87, 2.76, 2.32)  0.2876
H (3.16, -1.93, -0.63)  0.2270
H (2.39, -5.54, -0.28)  0.2571
H (2.05, -5.32, 1.46)  0.2546
H (-2.70, -1.19, -0.86)  0.2361
H (0.03, 1.30, 1.94)  0.2475
H (0.17, 3.87, 0.59)  0.4639
H (-1.19, 1.66, -3.84)  0.1960
H (-3.19, 2.87, 1.83)  0.2727
H (3.02, -1.78, 1.16)  0.2392
H (0.21, -4.09, 0.15)  0.2304
H (4.17, -2.91, 0.43)  0.2714
H (3.19, 2.90, -0.44)  0.3051
H (2.22, 2.86, -1.91)  0.2908
H (3.65, -4.94, 0.81)  0.2571
H (2.03, 4.21, -0.75)  0.2760

***

4.
Here is a structure of composition C38H42AuBN11O3 from the Open Molecules 2025 dataset. Energies are from ωB97M-V with the def2-TZVPD basis set.

Output
- Energy: -66976.4705 eV
- Gap between HOMO and LUMO (spin up / spin down): 7.836 / 5.305 eV
- 2S+1: 2
- Charge: +2
- ΔE to the lowest compared entry with this formula, charge and spin: 0.67 kcal per mole
- HOMO level (spin up / spin down): -0.484 / -0.484 Ha
- E_LUMO (spin up / spin down): -0.1960 / -0.2890 Eh

Last column: Löwdin spin population.
Geometry (Å):
Au (0.67, 0.72, -0.50)  0.0143
O (5.37, -1.12, 1.02)  0.0002
O (-0.41, -0.74, 4.49)  0.0000
O (0.36, -0.93, -2.55)  0.1286
N (0.79, 2.52, -1.28)  0.0026
N (0.91, -1.68, 2.40)  0.0043
N (0.23, 2.61, -2.50)  0.0004
N (0.83, -1.28, 0.10)  0.2418
N (2.80, -0.92, 1.27)  0.0071
N (-2.36, 1.40, -0.98)  0.0002
N (-2.85, 0.92, -4.69)  0.0000
N (-2.31, -0.73, -2.30)  0.0050
N (-2.74, 1.49, -3.44)  0.0003
N (-2.18, -1.40, -1.10)  0.0003
N (-1.37, 1.27, -0.06)  0.0028
C (2.70, -2.47, 3.88)  0.0000
C (-3.21, 1.68, -6.99)  0.0000
C (0.78, -1.30, 4.79)  0.0000
C (4.69, 0.83, -2.02)  -0.0001
C (1.32, -1.42, 6.06)  0.0001
C (2.66, 0.44, -0.80)  -0.0010
C (-2.36, -2.67, -1.38)  0.0033
C (-2.57, -1.63, -3.31)  -0.0008
C (3.24, -2.58, 5.16)  0.0000
C (-3.38, 2.10, -0.44)  0.0005
C (1.50, -1.81, 3.70)  0.0007
C (0.97, -3.19, -3.06)  -0.0042
C (-0.91, 1.95, 2.26)  0.0000
C (-2.60, -2.87, -2.76)  0.0050
C (3.39, -0.29, 0.13)  -0.0004
C (0.26, -0.57, -3.95)  0.0048
C (3.32, 0.99, -1.89)  -0.0003
C (6.79, -1.28, 0.98)  0.0000
C (1.54, -1.31, 1.31)  0.0218
C (0.47, 3.85, -2.91)  0.0008
C (-3.05, 1.91, -5.52)  0.0001
C (5.43, 0.14, -1.06)  -0.0001
C (-3.05, 2.42, 0.85)  0.0001
C (1.19, 4.56, -1.95)  0.0006
C (4.78, -0.42, 0.02)  -0.0001
C (-1.77, 1.89, 1.04)  0.0004
C (1.39, 3.67, -0.91)  0.0003
C (1.53, -3.55, -0.34)  0.0377
C (1.43, -4.39, -2.59)  0.1412
C (2.14, 3.82, 0.37)  0.0000
C (-2.37, -3.70, -0.30)  0.0001
C (1.05, -2.28, -0.77)  0.1421
C (1.72, -4.57, -1.21)  0.0708
C (-3.06, 3.17, -4.84)  0.0001
C (2.54, -2.05, 6.23)  -0.0001
C (-2.85, 2.86, -3.54)  0.0000
C (-1.21, -0.25, 5.57)  0.0000
C (0.77, -2.12, -2.18)  0.1573
B (-2.42, 0.71, -2.30)  0.0004
H (-1.22, 2.77, 2.90)  0.0000
H (3.37, -0.99, 2.10)  0.0012
H (2.77, 1.56, -2.63)  -0.0001
H (-2.12, 0.13, 5.12)  0.0000
H (-0.54, -1.14, -4.41)  0.0023
H (7.08, -1.84, 0.09)  0.0000
H (-0.69, 0.55, 6.10)  0.0000
H (-3.20, 4.14, -5.26)  0.0000
H (-2.79, -3.80, -3.27)  0.0003
H (7.29, -0.31, 0.99)  0.0000
H (-0.08, -1.88, 2.30)  0.0008
H (3.19, 4.02, 0.18)  0.0000
H (7.05, -1.84, 1.87)  0.0000
H (0.14, 2.11, 2.00)  0.0000
H (4.18, -3.10, 5.30)  0.0000
H (-4.28, 2.29, -0.99)  0.0000
H (-1.90, -4.63, -0.63)  -0.0001
H (2.07, 2.92, 0.98)  0.0000
H (2.07, -5.53, -0.86)  0.0019
H (1.21, -0.75, -4.44)  0.0023
H (2.95, -2.14, 7.23)  0.0000
H (1.73, -3.70, 0.72)  -0.0006
H (-2.73, -1.28, -4.31)  0.0000
H (0.75, -3.07, -4.11)  -0.0031
H (-3.23, 0.61, -7.20)  0.0000
H (-3.40, -3.93, -0.02)  0.0000
H (0.01, 0.49, -3.94)  -0.0002
H (-1.45, -1.06, 6.27)  0.0000
H (3.21, -2.92, 3.04)  0.0000
H (-4.14, 2.13, -7.34)  0.0000
H (-2.74, 3.50, -2.68)  0.0000
H (0.11, 4.18, -3.87)  0.0000
H (0.79, -1.04, 6.92)  0.0000
H (-1.86, -3.34, 0.59)  0.0000
H (6.50, 0.05, -1.17)  0.0000
H (1.56, -5.22, -3.27)  0.0063
H (1.54, 5.58, -2.00)  0.0000
H (-0.98, 1.02, 2.83)  0.0000
H (-2.39, 2.13, -7.54)  0.0000
H (5.20, 1.27, -2.86)  0.0000
H (-3.64, 2.97, 1.56)  0.0000
H (1.75, 4.65, 0.96)  0.0000

***

5.
Here is a cluster of 10 separate species, BH22O9 in total from the Open Molecules 2025 dataset. Energies are from ωB97M-V with the def2-TZVPD basis set.

Output
- Energy: -19460.4046 eV
- Gap between HOMO and LUMO: 8.576 eV
- Charge: -1
- ΔE to the lowest compared entry with this formula, charge and spin: 53.57 kcal per mole
- HOMO level: -0.222 Ha
- E_LUMO: 0.0928 Eh

Last column: natural (NBO) charge in e.
Geometry (Å):
O (-3.48, -2.83, -3.96)  -0.9438
O (0.04, 4.16, -0.62)  -0.9543
O (2.12, 1.34, 3.34)  -0.9517
O (-2.53, 0.95, -3.03)  -0.9613
O (4.73, 1.74, -0.26)  -0.9490
O (-2.92, -1.61, 1.59)  -0.9557
O (2.82, -1.41, -3.96)  -0.9528
O (-3.68, 1.36, 4.25)  -0.9402
O (2.41, -2.80, 3.01)  -0.9469
B (0.73, 0.02, -0.47)  -0.8662
H (-4.01, -2.94, -3.16)  0.4626
H (-0.44, 4.41, 0.16)  0.4602
H (0.30, 0.62, 0.33)  -0.0331
H (3.16, -2.19, -3.53)  0.4619
H (-3.50, 0.71, 3.58)  0.4810
H (2.11, 0.67, 4.02)  0.4615
H (3.88, 1.29, -0.24)  0.4888
H (2.32, -0.96, -3.28)  0.4909
H (1.72, -3.25, 3.49)  0.4624
H (2.04, -2.66, 2.14)  0.4844
H (0.00, -0.67, -0.85)  -0.0314
H (5.17, 1.47, 0.54)  0.4600
H (-3.29, -1.89, -4.00)  0.4809
H (-1.74, 0.62, -2.60)  0.4949
H (0.92, 0.72, -1.27)  -0.0277
H (-2.33, -1.07, 1.07)  0.4935
H (1.62, -0.52, -0.18)  -0.0387
H (1.95, 0.87, 2.52)  0.4896
H (-3.60, -1.88, 0.98)  0.4619
H (-4.48, 1.04, 4.68)  0.4590
H (-2.20, 1.48, -3.76)  0.4661
H (0.17, 3.21, -0.54)  0.4934

***

6.
Here is an isolated molecule of C6H12O from the Open Molecules 2025 dataset. Energies are from ωB97M-V with the def2-TZVPD basis set.

Output
- Energy: -8461.5205 eV
- Gap between HOMO and LUMO: 9.709 eV
- ΔE to the lowest compared entry with this formula, charge and spin: 65.34 kcal per mole
- HOMO level: -0.319 Ha
- E_LUMO: 0.0374 Eh

Last column: natural (NBO) charge in e.
Geometry (Å):
O (0.79, -1.30, 1.93)  -0.7188
C (1.86, -0.36, -0.07)  -0.6544
C (-0.35, 1.45, -1.40)  -0.4350
C (-0.65, -1.09, 0.05)  -0.4415
C (-1.14, 1.30, -0.32)  -0.1878
C (-1.69, 0.00, 0.24)  -0.4304
C (0.58, -0.53, 0.76)  0.1195
H (-0.48, -1.20, -1.03)  0.2039
H (0.19, 0.68, 0.90)  0.1637
H (-2.58, -0.19, -0.37)  0.2234
H (1.79, -0.78, -1.08)  0.2125
H (2.00, 0.72, -0.17)  0.2199
H (-2.01, 0.07, 1.28)  0.2151
H (-1.72, 2.18, -0.02)  0.2018
H (-0.99, -2.05, 0.46)  0.2318
H (2.76, -0.78, 0.41)  0.2082
H (0.53, 0.88, -1.69)  0.1973
H (1.72, -1.26, 2.19)  0.4687
H (-0.60, 2.25, -2.09)  0.2023

***

7.
Here is a structure of composition C25H26Cl4IrN6O2 from the Open Molecules 2025 dataset. Energies are from ωB97M-V with the def2-TZVPD basis set.

Output
- Energy: -92272.1778 eV
- Gap between HOMO and LUMO (spin up / spin down): 5.746 / 5.539 eV
- 2S+1: 2
- Charge: +2
- ΔE to the lowest compared entry with this formula, charge and spin: 624.34 kcal per mole
- HOMO level (spin up / spin down): -0.485 / -0.490 Ha
- E_LUMO (spin up / spin down): -0.2737 / -0.2868 Eh

Last column: natural (NBO) charge in e.
Geometry (Å):
Ir (-0.12, -0.30, -0.09)  0.9383
Cl (-2.37, -2.75, 0.49)  -0.0185
Cl (2.12, -1.79, -6.36)  0.1366
Cl (0.14, -1.25, 2.37)  0.8868
Cl (2.47, -4.47, -4.77)  0.1340
O (0.05, -4.00, 0.65)  -0.5138
O (-0.21, 1.85, -3.58)  -0.4960
N (-0.28, 1.63, 1.34)  -0.7044
N (-1.91, 0.79, -0.66)  -0.4040
N (0.02, 0.09, -2.08)  -0.5919
N (2.20, -1.08, 0.14)  -0.4826
N (-1.37, 0.90, 3.35)  -0.3949
N (0.21, -2.13, -0.85)  -0.4936
C (4.42, -1.05, 1.03)  -0.2610
C (1.75, -3.12, -4.02)  0.0015
C (1.49, -1.35, 3.16)  -0.7307
C (-0.80, 1.00, 5.76)  -0.6276
C (-0.90, -0.29, 3.10)  -0.1853
C (-0.69, 3.30, 3.05)  -0.7045
C (0.75, -2.89, 0.18)  0.3210
C (0.59, -0.87, -2.83)  0.2805
C (1.31, -3.22, -2.73)  -0.2837
C (-1.23, -3.90, 1.29)  -0.0347
C (0.71, -2.11, -2.11)  0.1918
C (-1.70, 1.60, -1.72)  0.0969
C (1.60, -1.89, -4.75)  -0.0202
C (-0.53, 1.25, -2.58)  0.6307
C (2.12, -2.40, 0.49)  0.1729
C (-3.03, 0.92, 0.05)  0.0666
C (-2.57, 2.61, -2.06)  -0.1775
C (3.15, -3.09, 1.08)  -0.2407
C (-3.72, 2.77, -1.30)  -0.1128
C (3.33, -0.43, 0.44)  0.0925
C (1.04, -0.79, -4.15)  -0.2768
C (-1.88, 1.20, 4.72)  -0.2030
C (4.33, -2.39, 1.34)  -0.0952
C (-0.74, 1.91, 2.51)  0.5371
C (-3.97, 1.90, -0.25)  -0.2223
H (-3.17, 0.23, 0.87)  0.2274
H (2.42, -1.39, 3.71)  0.2764
H (-2.26, 2.22, 4.72)  0.2182
H (-1.11, -3.55, 2.31)  0.1704
H (5.32, -0.48, 1.22)  0.2556
H (0.58, -2.26, 1.39)  0.1164
H (1.40, -4.15, -2.19)  0.2520
H (0.12, 2.47, 0.94)  0.4044
H (-4.87, 1.97, 0.33)  0.2554
H (0.08, 1.60, 5.55)  0.2082
H (-1.70, 3.69, 3.19)  0.2631
H (0.45, -0.20, 1.58)  -0.0289
H (-1.18, 1.28, 6.74)  0.2544
H (-2.71, 0.53, 4.88)  0.2445
H (0.98, 0.14, -4.70)  0.2808
H (5.17, -2.91, 1.79)  0.2518
H (-1.66, -4.89, 1.26)  0.2530
H (-0.20, 3.32, 4.03)  0.2632
H (3.36, 0.62, 0.18)  0.2241
H (-0.15, 3.97, 2.39)  0.2461
H (-0.50, -0.05, 5.79)  0.2347
H (3.03, -4.13, 1.33)  0.2589
H (-0.89, -1.60, 1.50)  0.0478
H (-2.34, 3.24, -2.91)  0.2731
H (-4.42, 3.56, -1.53)  0.2546
H (-0.27, -2.43, 2.96)  0.0827

***

8.
Here is a cluster of 4 separate species, C4H16N8O4 in total from the Open Molecules 2025 dataset. Energies are from ωB97M-V with the def2-TZVPD basis set.

Output
- Energy: -24510.7261 eV
- Gap between HOMO and LUMO (spin up / spin down): 8.673 / 2.750 eV
- 2S+1: 2
- Charge: +1
- ΔE to the lowest compared entry with this formula, charge and spin: 24.27 kcal per mole
- HOMO level (spin up / spin down): -0.424 / -0.424 Ha
- E_LUMO (spin up / spin down): -0.1049 / -0.3226 Eh

Last column: natural (NBO) charge in e.
Geometry (Å):
O (1.26, 3.12, -1.03)  -0.6839
O (1.62, -4.23, -0.20)  -0.6728
O (-0.64, -0.90, -0.08)  -0.7744
O (-5.06, -2.65, -0.24)  -0.1132
N (2.13, -2.09, -0.80)  -0.8331
N (-0.11, 4.08, 0.48)  -0.8393
N (1.97, 4.52, 0.45)  -0.7869
N (-0.88, 0.69, 1.41)  -0.7760
N (3.59, -3.55, -1.00)  -0.8141
N (-4.05, -0.74, 0.16)  -0.7569
N (-3.05, -2.31, -1.01)  -0.6215
N (1.10, 0.34, 0.76)  -0.8139
C (1.03, 3.95, -0.15)  0.7331
C (2.36, -3.35, -0.68)  0.7390
C (-4.06, -1.94, -0.29)  0.6868
C (-0.18, 0.01, 0.65)  0.7769
H (1.66, 5.22, 1.11)  0.3757
H (-4.98, -0.54, 0.51)  0.4302
H (-0.95, 3.54, 0.30)  0.4046
H (-3.02, -3.24, -1.41)  0.4354
H (-0.34, 1.24, 2.07)  0.4077
H (-3.25, -0.12, 0.14)  0.4418
H (1.86, -0.16, 0.34)  0.4195
H (-0.25, 4.88, 1.09)  0.3813
H (-2.15, -1.92, -0.78)  0.4687
H (1.29, 1.27, 1.09)  0.4006
H (-1.87, 0.52, 1.54)  0.3909
H (2.83, 4.64, -0.06)  0.4171
H (4.23, -2.77, -1.03)  0.3803
H (3.91, -4.42, -1.40)  0.4088
H (1.30, -1.59, -0.53)  0.4039
H (2.71, -1.51, -1.40)  0.3837

***

no.,F_max (eV/Å)
1,3.589
2,1.083
3,0.282
4,0.535
5,4.550
6,3.705
7,5.719
8,7.750